Entry 1:
Computed, not measured: C7H5F2NS as an isolated structure in a non-equilibrium geometry, with ωB97M-V/def2-TZVPD.

HOMO level ... -9.57 eV
Calculated total energy ... -25098.67019 eV
2S+1 ... 1
F_max ... 0.081 hartree/bohr
ΔE to the lowest compared entry with this formula, charge and spin ... 0.0000 eV
Net charge ... 0

Structure (XYZ):
```
16
Properties=species:S:1:pos:R:3:nbo_charge:R:1
C -3.060 1.185 -0.324 0.244
C 2.534 0.028 0.465 -0.257
C 1.163 0.325 0.584 -0.213
C 2.754 -1.191 -0.093 -0.393
C 0.359 -0.674 0.106 -0.349
C -1.678 1.088 -0.608 -0.550
C -1.111 -0.695 0.089 0.775
N -4.181 1.258 -0.098 -0.301
F -1.678 -1.615 -0.687 -0.315
F -1.676 -0.765 1.311 -0.323
S 1.295 -2.006 -0.490 0.491
H 3.310 0.706 0.773 0.232
H 0.794 1.240 1.010 0.228
H 3.692 -1.671 -0.293 0.243
H -1.457 0.991 -1.664 0.249
H -1.060 1.797 -0.081 0.240
```

Entry 2:
Computed, not measured: a single C7H5F3O3 molecule in a non-equilibrium geometry, with ωB97M-V/def2-TZVPD.

HOMO level ... -8.72 eV
Calculated total energy ... -21632.30471 eV
SMILES ... O=C[C@@](O)(c1ccco1)C(F)(F)F
2S+1 ... 1
F_max ... 0.096 hartree/bohr
ΔE to the lowest compared entry with this formula, charge and spin ... 3.3026 eV
Net charge ... 0

Structure (XYZ):
```
18
Properties=species:S:1:pos:R:3:nbo_charge:R:1
O 2.190 2.445 -0.519 -0.512
C 1.422 1.590 -0.842 0.397
C 0.645 0.787 0.258 0.150
O 0.873 1.185 1.507 -0.662
C -0.681 0.166 0.060 0.197
C -1.810 -0.037 0.892 -0.250
C -2.614 -0.934 0.165 -0.323
C -1.906 -1.215 -0.982 0.104
O -0.816 -0.510 -1.064 -0.374
C 1.758 -0.747 0.149 0.915
F 1.385 -1.618 1.105 -0.340
F 3.034 -0.613 0.323 -0.311
F 1.535 -1.373 -0.990 -0.332
H 1.003 1.595 -1.943 0.152
H 1.589 1.848 1.492 0.502
H -1.976 0.527 1.737 0.233
H -3.612 -1.230 0.529 0.243
H -2.019 -1.867 -1.875 0.212
```

Entry 3:
Computed, not measured: C7H5F5IrNO5Te as an isolated structure, with ωB97M-V/def2-TZVPD.

HOMO level (alpha / beta) ... -17.73 / -18.93 eV
Calculated total energy ... -42767.02257 eV
2S+1 ... 5
F_max ... 0.003 hartree/bohr
ΔE to the lowest compared entry with this formula, charge and spin ... 0.0000 eV
Net charge ... +2

Structure (XYZ):
```
25
Properties=species:S:1:pos:R:3:lowdin_spin:R:1
Ir 1.145 -0.579 0.209 2.895
O 0.800 3.546 1.346 0.012
C 0.794 2.371 0.809 0.017
O 1.705 1.549 0.883 0.135
C -0.427 2.052 -0.003 0.018
C -1.451 2.926 -0.316 0.000
C -2.442 2.480 -1.186 0.015
C -2.356 1.206 -1.747 0.001
C -1.301 0.396 -1.374 0.017
N -0.387 0.814 -0.494 0.079
C -0.924 -0.956 -1.920 0.024
O -1.649 -1.612 -2.759 0.014
O 0.161 -1.431 -1.568 0.146
H 1.622 3.730 1.840 0.000
H -1.467 3.925 0.098 0.000
H -3.263 3.132 -1.454 0.001
H -3.100 0.886 -2.465 0.001
H -2.498 -1.207 -3.000 0.001
F 2.511 -5.166 2.018 -0.001
Te 2.171 -3.392 1.907 0.032
F 3.940 -2.963 1.871 0.014
F 2.102 -3.147 3.703 0.007
F 2.175 -3.431 0.053 0.025
F 0.358 -3.658 1.859 0.011
O 1.781 -1.471 1.690 0.535
```

Entry 4:
Computed, not measured: a 3-piece molecular cluster, C7H5FN2O2S overall in a non-equilibrium geometry, with ωB97M-V/def2-TZVPD.

HOMO level ... -9.28 eV
Calculated total energy ... -27966.06495 eV
SMILES ... C#CSc1ccncn1.O=C=O.F
2S+1 ... 1
F_max ... 0.070 hartree/bohr
ΔE to the lowest compared entry with this formula, charge and spin ... 0.1158 eV
Net charge ... 0

Structure (XYZ):
```
18
Properties=species:S:1:pos:R:3:nbo_charge:R:1
C 3.980 0.578 1.052 -0.165
C 2.813 0.853 1.226 -0.263
S 1.226 1.388 1.463 0.349
C 0.434 0.634 -0.027 0.133
C -0.910 0.786 -0.237 -0.348
C -1.411 -0.245 -1.085 0.123
N -0.691 -1.040 -1.859 -0.513
C 0.620 -0.822 -1.733 0.292
N 1.284 -0.085 -0.844 -0.447
H 4.962 0.338 0.834 0.233
H -1.561 1.431 0.448 0.253
H -2.490 -0.326 -1.211 0.209
H 1.271 -1.063 -2.572 0.199
O -1.574 1.406 3.849 -0.500
C -2.191 0.462 3.914 1.021
O -2.789 -0.536 3.919 -0.520
F -1.537 -1.981 -4.030 -0.611
H -1.436 -1.777 -3.108 0.554
```

Entry 5:
Computed, not measured: an isolated ion of composition C7H5FN3O2 and charge -1 in a non-equilibrium geometry, with ωB97M-V/def2-TZVPD.

HOMO level (alpha / beta) ... -3.80 / -3.80 eV
Calculated total energy ... -18620.79965 eV
2S+1 ... 1
F_max ... 0.098 hartree/bohr
ΔE to the lowest compared entry with this formula, charge and spin ... 2.7347 eV
Net charge ... -1

Structure (XYZ):
```
18
Properties=species:S:1:pos:R:3:nbo_charge:R:1
C 0.621 -2.279 -0.124 -0.360
C 0.224 -2.640 1.191 -0.048
C -0.010 -1.060 -0.325 0.022
C -1.181 0.479 1.172 -0.198
C -0.864 1.633 0.513 0.014
C 0.815 2.668 -1.017 0.853
C 0.038 -0.211 -1.465 0.361
N -0.563 -1.787 1.736 -0.282
N -0.735 -0.784 0.826 -0.131
N -0.319 1.757 -0.693 -0.442
O 1.930 2.172 -0.875 -0.756
O 0.475 3.802 -0.957 -0.714
F -1.047 -0.200 -2.258 -0.341
H 1.492 -2.652 -0.658 0.221
H 0.433 -3.621 1.602 0.190
H -1.408 0.570 2.213 0.209
H -0.897 2.579 1.121 0.215
H 0.996 -0.426 -2.004 0.187
```

Entry 6:
Computed, not measured: C7H5N3O6Pd as an isolated structure, with ωB97M-V/def2-TZVPD.

HOMO level ... -1.06 eV
Calculated total energy ... -27573.00370 eV
2S+1 ... 1
F_max ... 0.013 hartree/bohr
Net charge ... -2

Structure (XYZ):
```
22
Properties=species:S:1:pos:R:3:nbo_charge:R:1
Pd -0.030 0.444 0.495 0.387
O 1.592 0.172 -1.877 -0.763
C 0.989 1.221 -1.196 0.560
O 1.619 1.783 -0.273 -0.677
C 0.017 2.016 -2.103 -0.150
O -1.304 2.169 -1.645 -0.528
C -2.115 1.016 -1.828 -0.167
C -1.491 -0.343 -1.399 0.698
O -0.833 -0.961 -2.278 -0.808
O -1.792 -0.755 -0.241 -0.750
H 0.843 -0.405 -2.166 0.514
H 0.428 3.027 -2.167 0.183
H 0.021 1.553 -3.097 0.167
H -3.012 1.197 -1.239 0.188
H -2.371 0.925 -2.896 0.144
O 1.198 -1.407 3.519 -0.509
N 0.694 -0.460 2.880 0.053
C -0.344 0.172 3.437 -0.290
C -0.877 -0.185 4.714 0.318
N -1.318 -0.471 5.742 -0.443
C -0.929 1.310 2.807 0.270
N -1.524 2.287 2.625 -0.395
```

Entry 7:
Computed, not measured: an isolated ion of composition C7H5O4 and charge -1 in a non-equilibrium geometry, with ωB97M-V/def2-TZVPD.

HOMO level (alpha / beta) ... -0.74 / -3.10 eV
Calculated total energy ... -15524.43968 eV
2S+1 ... 3
F_max ... 0.123 hartree/bohr
ΔE to the lowest compared entry with this formula, charge and spin ... 0.5440 eV
Net charge ... -1

Structure (XYZ):
```
16
Properties=species:S:1:pos:R:3:lowdin_spin:R:1
C -1.766 -0.254 -2.134 0.310
C -1.298 -0.194 -1.023 0.067
C 1.653 0.507 -0.324 0.134
C 0.854 1.559 -0.337 0.420
C 1.433 -0.901 0.082 0.023
C -0.934 -0.415 0.278 0.457
C -1.771 -0.241 1.587 0.043
O 0.194 2.513 -0.483 0.312
O 2.474 -1.619 0.127 0.006
O 0.258 -1.271 0.419 0.077
O 3.109 0.683 -0.516 0.088
H -1.580 0.280 -3.022 0.034
H -1.084 -0.058 2.363 0.005
H -2.399 -1.075 1.752 0.016
H -2.518 0.678 1.505 0.005
H 3.376 -0.191 -0.274 0.005
```

Entry 8:
Computed, not measured: a single C7H6 molecule in a non-equilibrium geometry, with ωB97M-V/def2-TZVPD.

HOMO level ... -8.85 eV
Calculated total energy ... -7347.80711 eV
2S+1 ... 1
F_max ... 0.079 hartree/bohr
ΔE to the lowest compared entry with this formula, charge and spin ... 5.6918 eV
Net charge ... 0

Structure (XYZ):
```
13
Properties=species:S:1:pos:R:3:nbo_charge:R:1
C 0.129 -1.500 -0.229 -0.072
C -1.130 -1.222 0.138 -0.178
C 1.075 -0.535 0.437 -0.477
C -1.988 -0.144 -0.361 -0.294
C 0.321 0.749 0.345 -0.116
C -0.942 0.937 -0.255 -0.171
C -1.417 -0.155 1.137 -0.057
H 0.361 -1.926 -1.101 0.191
H 1.274 -0.675 1.409 0.230
H 2.058 -0.495 -0.006 0.221
H -3.013 -0.119 -0.709 0.252
H 1.035 1.511 0.271 0.224
H -1.221 2.014 -0.461 0.249
```

Entry 9:
Computed, not measured: a single C7H6 molecule in a non-equilibrium geometry, with ωB97M-V/def2-TZVPD.

HOMO level (alpha / beta) ... -8.39 / -8.39 eV
Calculated total energy ... -7348.93859 eV
SMILES ... C1=C=C2C[C@H]2CC=1
2S+1 ... 1
F_max ... 0.067 hartree/bohr
ΔE to the lowest compared entry with this formula, charge and spin ... 4.5603 eV
Net charge ... 0

Structure (XYZ):
```
13
Properties=species:S:1:pos:R:3:nbo_charge:R:1
C -1.377 -0.110 -1.794 -0.275
C -1.322 0.807 -0.784 0.283
C -0.774 1.222 0.306 -0.194
C -0.245 0.823 1.650 -0.377
C 0.572 0.589 0.378 -0.174
C 0.706 -0.735 -0.385 -0.488
C -0.401 -0.980 -1.592 -0.135
H 0.098 1.559 2.518 0.246
H -0.748 -0.057 2.074 0.230
H 1.434 1.326 0.253 0.226
H 0.594 -1.564 0.336 0.224
H 1.725 -0.828 -0.872 0.233
H -0.261 -2.052 -2.088 0.201
```

Entry 10:
Computed, not measured: a single C7H6 molecule in a non-equilibrium geometry, with ωB97M-V/def2-TZVPD.

HOMO level ... -8.33 eV
Calculated total energy ... -7348.65341 eV
SMILES ... C=C=C1C2=C(C)[C@@H]12
2S+1 ... 1
F_max ... 0.073 hartree/bohr
ΔE to the lowest compared entry with this formula, charge and spin ... 4.8455 eV
Net charge ... 0

Structure (XYZ):
```
13
Properties=species:S:1:pos:R:3:nbo_charge:R:1
C -0.069 -0.619 -3.031 -0.412
C -0.672 -0.125 -2.049 0.081
C -0.835 -0.057 -0.810 -0.202
C 0.199 -0.775 0.058 0.021
C 0.120 0.265 1.007 -0.076
C 0.860 0.546 2.297 -0.658
C -1.148 0.403 0.485 -0.103
H -0.383 -1.313 -3.763 0.217
H 0.829 -0.070 -3.235 0.206
H 1.936 0.499 2.255 0.239
H 0.659 -0.386 2.943 0.245
H 0.526 1.537 2.686 0.230
H -2.022 0.095 1.156 0.214
```

Entry 11:
Computed, not measured: C7H6 as an isolated structure in a non-equilibrium geometry, with ωB97M-V/def2-TZVPD.

HOMO level ... -8.24 eV
Calculated total energy ... -7348.88460 eV
2S+1 ... 1
F_max ... 0.068 hartree/bohr
ΔE to the lowest compared entry with this formula, charge and spin ... 4.6143 eV
Net charge ... 0

Structure (XYZ):
```
13
Properties=species:S:1:pos:R:3:lowdin_charge:R:1
C -1.691 0.425 -0.549 -0.249
C -1.631 -0.335 0.650 -0.195
C -0.387 0.749 -1.070 -0.014
C -0.884 -1.023 -0.614 0.170
C -0.202 -0.483 0.941 -0.095
C 0.556 0.261 -0.009 -0.317
C 1.986 0.378 -0.299 -0.058
H -2.672 0.716 -0.969 0.139
H -2.348 -0.705 1.450 0.165
H 0.210 -1.185 1.715 0.153
H 2.460 -0.450 0.324 0.101
H 2.505 1.349 -0.148 0.094
H 2.098 0.302 -1.425 0.104
```

Entry 12:
Computed, not measured: a 2-piece molecular cluster, C7H6BrCl3F4N2O3P2S overall in a non-equilibrium geometry, with ωB97M-V/def2-TZVPD.

HOMO level ... -9.63 eV
Calculated total energy ... -164373.22058 eV
SMILES ... N#C[C@@H](P(O)Br)[C@](C#N)(C(F)(F)C(F)F)P(O)(O)=S.ClC(Cl)Cl
2S+1 ... 1
F_max ... 0.050 hartree/bohr
Net charge ... 0

Structure (XYZ):
```
29
Properties=species:S:1:pos:R:3:nbo_charge:R:1
N -2.916 0.075 1.679 -0.260
C -1.858 -0.377 1.838 0.242
C -0.512 -0.889 1.871 -0.654
P -0.698 -2.769 1.596 1.088
O 0.596 -3.416 2.345 -0.972
Br -2.327 -3.235 3.042 -0.188
C 0.398 -0.233 0.745 -0.558
C 0.297 -1.053 -0.466 0.242
N 0.527 -1.677 -1.420 -0.230
C 1.837 -0.187 1.294 0.653
F 1.962 0.968 1.945 -0.304
F 2.027 -1.144 2.197 -0.309
C 2.964 -0.284 0.266 0.502
F 4.091 0.017 0.923 -0.319
F 3.076 -1.539 -0.151 -0.318
P -0.191 1.432 0.187 1.887
O -1.464 1.137 -0.682 -0.982
O -0.579 2.215 1.503 -0.977
S 1.108 2.431 -0.850 -0.613
H -0.121 -0.631 2.845 0.297
H 1.286 -3.482 1.678 0.508
H 2.870 0.407 -0.559 0.181
H -1.673 1.952 -1.166 0.531
H -0.511 3.159 1.329 0.530
Cl -1.257 0.003 -3.786 0.047
C -2.121 1.380 -4.458 -0.281
Cl -2.756 2.432 -3.175 -0.007
Cl -1.089 2.300 -5.549 0.030
H -2.965 1.009 -5.022 0.231
```

Entry 13:
Computed, not measured: a single C7H6BrFO molecule in a non-equilibrium geometry, with ωB97M-V/def2-TZVPD.

HOMO level ... -8.99 eV
Calculated total energy ... -82161.52947 eV
SMILES ... O=C[C@@H]1C=CC=C[C@@]1(F)Br
2S+1 ... 1
F_max ... 0.080 hartree/bohr
ΔE to the lowest compared entry with this formula, charge and spin ... 0.0000 eV
Net charge ... 0

Structure (XYZ):
```
16
Properties=species:S:1:pos:R:3:nbo_charge:R:1
O -1.108 -2.236 -0.361 -0.470
C -0.214 -2.409 0.388 0.473
C 0.880 -1.378 0.718 -0.456
C 0.230 -0.296 1.466 -0.132
C -0.305 0.745 0.884 -0.236
C -0.138 0.938 -0.563 -0.168
C 0.697 0.181 -1.287 -0.261
C 1.561 -0.798 -0.538 0.424
F 2.071 -1.732 -1.355 -0.336
Br 3.137 0.235 0.286 -0.101
H -0.021 -3.211 0.972 0.105
H 1.651 -1.897 1.211 0.237
H 0.142 -0.586 2.560 0.225
H -0.760 1.670 1.361 0.235
H -0.690 1.731 -1.162 0.228
H 1.051 0.416 -2.291 0.235
```